1.
Entry from the OMol25 dataset: a molecular structure, C21H32NO10PPbS2 in a non-equilibrium geometry (ωB97M-V/def2-TZVPD).

The net charge is -2. As for the spin multiplicity: 1. As for the largest force on an atom: 1.140 eV Å⁻¹. Its orbital gap is 0.258 Ha.

Atoms and positions in Å:
Pb -0.18 -0.33 -1.74
S 3.36 -2.68 0.82
S 0.60 -0.50 0.86
P 2.23 -1.36 1.72
O -1.45 -2.44 -1.25
O -0.84 1.80 -0.59
O 1.78 0.05 -3.21
O -2.17 1.43 -2.98
O 1.74 -1.86 3.20
O -1.52 -4.69 -1.30
O -1.39 -1.65 -5.07
O -2.04 5.59 1.96
O 3.26 -0.21 2.20
O 3.41 -0.87 -4.46
N 0.88 -2.60 -2.85
C -2.15 4.78 0.86
C 3.43 0.37 4.55
C -2.54 3.25 -1.50
C -1.10 5.19 2.93
C 0.68 -2.77 3.57
C -3.26 4.44 -1.24
C -1.57 2.82 -0.51
C -2.74 2.48 -2.71
C -0.95 -3.60 -1.44
C 0.49 -3.95 2.61
C -1.43 3.64 0.67
C -3.09 5.20 -0.11
C 2.54 -0.91 -3.58
C -1.00 -2.91 -4.54
C 0.50 -3.00 -4.21
C 0.54 -3.62 -1.86
C 3.16 0.87 3.14
C 2.30 -2.25 -2.84
C -0.64 -2.04 3.79
C -3.75 2.95 -3.77
C 1.88 1.69 3.07
H -0.20 -4.67 3.05
H 3.99 1.52 2.84
H 0.80 -4.63 -2.20
H 4.36 -0.19 4.58
H -0.71 3.27 1.39
H -1.04 -1.70 2.84
H 1.98 2.56 3.72
H 2.92 -3.04 -3.28
H -1.22 -3.63 -5.33
H 2.62 -0.28 4.87
H -0.09 5.13 2.50
H 1.44 -4.44 2.41
H -4.50 2.17 -3.88
H -1.12 5.94 3.71
H 1.13 -3.41 -0.96
H -4.24 3.89 -3.56
H -1.35 -2.72 4.26
H 1.03 -3.16 4.53
H 0.07 -3.60 1.67
H -1.23 -0.97 -4.41
H -0.49 -1.17 4.44
H -3.22 3.02 -4.72
H -3.65 6.11 0.06
H 1.69 2.02 2.05
H 3.50 1.22 5.24
H -1.60 -3.17 -3.68
H 1.03 1.09 3.39
H 1.03 -2.35 -4.91
H 2.62 -2.10 -1.81
H 0.84 -4.03 -4.40
H -1.35 4.21 3.36
H -3.99 4.80 -1.95

2.
Entry from the OMol25 dataset: a molecular structure, C21H32NOs in a non-equilibrium geometry (ωB97M-V/def2-TZVPD).

The net charge is +1. As for the spin multiplicity: 5. As for the largest force on an atom: 5.503 eV Å⁻¹. Its orbital gap (alpha / beta) is 0.241 / 0.252 Ha.

Atoms and positions in Å:
Os -0.57 -0.39 0.88
N 0.03 0.62 2.68
C -3.72 1.08 -0.21
C 0.76 2.80 -2.29
C 3.33 2.95 -1.10
C 0.84 -1.32 -0.64
C -0.77 -3.33 2.12
C -0.02 -2.37 1.26
C 1.08 -0.93 -2.07
C -3.50 2.63 -0.41
C 2.01 -2.05 2.86
C -1.28 -2.84 -0.99
C -3.08 0.43 -1.48
C 2.38 2.44 -0.30
C -2.91 0.71 0.92
C 1.79 -1.16 0.43
C 3.11 -0.49 0.35
C -0.25 -2.14 -0.17
C -2.55 -0.66 1.24
C 3.01 3.27 -2.49
C 1.78 3.19 -3.16
C 1.04 2.43 -0.95
C 1.27 -1.81 1.58
H -2.72 2.96 0.27
H 1.62 3.42 -4.23
H -3.08 2.83 -1.40
H 3.32 0.09 1.25
H -2.87 1.19 -2.25
H -0.68 -3.06 3.18
H 1.61 0.02 -2.12
H -1.35 -2.39 -1.98
H -4.31 3.33 -0.32
H -0.08 1.64 2.65
H -0.37 -4.34 1.98
H 3.93 -1.22 0.21
H 3.92 3.59 -3.06
H -3.02 -1.45 0.65
H 0.05 2.14 -0.69
H -2.26 -2.77 -0.51
H -1.83 -3.34 1.85
H -2.09 0.05 -1.19
H 4.33 3.13 -0.77
H 0.14 -0.84 -2.61
H -0.55 0.27 3.45
H -2.52 -0.90 2.32
H 2.66 -1.20 3.12
H 2.66 -2.93 2.78
H -1.03 -3.90 -1.09
H -0.23 2.80 -2.74
H 1.32 -2.24 3.69
H 1.70 -1.69 -2.57
H -3.59 -0.37 -2.01
H -2.57 1.49 1.62
H 1.00 0.43 2.94
H 3.14 0.22 -0.48

3.
Entry from the OMol25 dataset: a molecular structure, C21H33AsN5O4STi in a non-equilibrium geometry (ωB97M-V/def2-TZVPD).

The net charge is -1. As for the spin multiplicity: 3. As for the largest force on an atom: 4.377 eV Å⁻¹. Its orbital gap (alpha / beta) is 0.113 / 0.219 Ha.

Atoms and positions in Å:
As 2.75 -1.09 0.09
Ti 0.20 0.23 0.25
S -1.54 -3.70 3.22
O -0.25 -1.88 -0.90
O -2.00 -0.02 -0.44
O 0.19 0.52 -2.12
O 1.58 1.30 0.01
N -0.84 2.15 1.04
N 1.01 0.71 2.47
N -3.82 -1.32 -0.33
N -0.69 -1.40 1.85
N 0.98 -0.38 -4.02
C 1.33 0.93 -4.55
C -2.33 4.03 0.76
C -4.65 -0.18 0.04
C 0.84 2.36 4.31
C 3.42 -2.93 -0.34
C -1.06 3.81 2.82
C -1.74 2.87 0.32
C 0.46 -0.47 -2.77
C -1.06 -2.33 2.45
C 0.46 1.92 3.04
C 3.90 -0.14 -1.17
C -2.00 4.52 2.04
C 1.34 -1.50 -4.86
C 0.19 -1.87 -2.24
C -0.48 2.62 2.27
C 3.86 -0.94 1.69
C 0.28 3.51 4.84
C -4.41 -2.64 -0.11
C -0.66 4.23 4.11
C -2.50 -1.14 -0.45
C -1.59 -2.34 -0.69
H 2.42 -1.54 -5.01
H 3.12 -3.23 -1.35
H 1.02 -2.44 -4.43
H 3.52 -0.30 -2.18
H -1.58 -3.00 0.18
H 2.01 0.82 2.35
H -5.38 -2.68 -0.61
H -4.84 -0.17 1.11
H 1.57 1.79 4.86
H -1.10 5.13 4.51
H 0.80 1.12 -5.49
H 0.87 -0.06 3.13
H -3.78 -3.42 -0.53
H 0.57 3.85 5.83
H -2.45 5.43 2.43
H 1.05 1.69 -3.81
H -0.57 -2.32 -2.89
H -3.02 4.55 0.12
H -4.54 -2.84 0.95
H -1.97 2.48 -0.66
H 4.93 -0.50 -1.11
H 2.97 -3.64 0.36
H 3.82 0.91 -0.94
H 3.94 0.10 2.02
H 0.86 -1.40 -5.84
H -4.14 0.73 -0.23
H -1.93 -2.90 -1.56
H 2.40 0.99 -4.73
H -5.61 -0.26 -0.49
H 4.51 -3.01 -0.27
H 3.41 -1.53 2.49
H 4.86 -1.32 1.47
H 1.09 -2.49 -2.30

4.
Entry from the OMol25 dataset: a molecular structure, C21H33BBrI2N6O2V in a non-equilibrium geometry (ωB97M-V/def2-TZVPD).

The net charge is 0. As for the spin multiplicity: 3. As for the largest force on an atom: 4.163 eV Å⁻¹. Its orbital gap (alpha / beta) is 0.252 / 0.279 Ha.

Atoms and positions in Å:
I 6.90 12.37 6.50
I 9.76 13.40 8.41
Br 6.49 10.54 12.82
V 9.42 8.38 11.68
O 6.41 8.11 10.93
O 8.22 9.27 10.29
N 10.29 5.58 11.55
N 9.84 7.78 13.67
N 11.56 8.28 11.49
N 10.51 6.64 13.90
N 12.14 7.18 12.07
N 9.46 6.39 10.86
C 10.13 10.80 14.51
C 8.82 10.14 16.49
C 12.19 10.17 10.03
C 13.75 8.26 10.99
C 7.80 6.02 8.98
C 8.95 5.62 9.94
C 8.32 6.54 7.64
C 12.58 9.89 8.59
C 12.53 8.98 10.90
C 10.97 6.63 15.17
C 13.44 7.12 11.70
C 9.76 8.43 14.87
C 7.54 8.68 11.13
C 9.38 4.26 10.02
C 9.16 9.73 15.01
C 10.48 7.70 15.87
C 7.84 12.34 8.42
C 10.30 4.35 11.05
C 12.78 11.47 10.64
C 5.52 8.81 10.03
C 6.71 4.97 8.87
B 11.28 6.07 12.69
H 7.25 12.81 9.16
H 11.05 10.67 15.06
H 11.11 10.20 10.00
H 9.66 11.78 14.64
H 12.30 11.67 11.60
H 11.96 5.12 12.93
H 5.34 9.80 10.35
H 10.47 7.93 16.92
H 6.33 4.67 9.88
H 12.47 12.32 10.06
H 5.96 8.78 8.97
H 11.62 5.82 15.49
H 9.17 7.26 7.77
H 7.44 7.07 7.09
H 5.84 5.37 8.37
H 12.31 10.78 8.02
H 6.91 4.10 8.32
H 13.63 9.69 8.58
H 14.70 8.45 10.54
H 8.43 11.14 16.62
H 9.78 10.10 16.98
H 10.31 10.67 13.48
H 14.02 6.21 11.96
H 8.10 9.43 16.94
H 4.62 8.17 10.05
H 11.01 3.61 11.44
H 8.66 5.71 7.09
H 8.07 11.29 8.70
H 7.39 6.89 9.41
H 8.98 3.45 9.42
H 8.30 9.88 14.33
H 13.86 11.35 10.80
H 11.98 9.10 8.20